Molecular formula: C4H3N2O3
Method: DFT, ωB97M-V/def2-TZVPD

Calculated values
* LUMO energy: 3.64 eV
* Kohn-Sham gap: 8.4 eV
* net charge: -1
* HOMO energy: -4.7790 eV

The geometry in XYZ format:
```
12
Properties=species:S:1:pos:R:3:forces:R:3:mulliken_charge:R:1
O -3.66777 -1.90353 -0.54956 0.2 1.2 0.7 -0.60
O -3.22504 2.27821 1.13453 -0.7 0.2 0.3 -0.64
O -1.30658 1.46762 0.28188 -1.1 0.1 -0.3 -0.62
N -3.33847 0.44622 -0.29264 0.0 -0.6 0.4 -0.32
N -1.13058 -1.28504 1.03182 1.4 -0.3 -2.2 -0.49
C -0.10703 -0.88940 -1.37254 0.2 0.4 1.7 -0.80
C -2.53477 1.53054 0.48034 1.7 -0.1 -0.1 0.57
C -3.45617 -0.74562 -0.29915 -0.4 -0.4 -1.3 0.62
C -0.65168 -1.14246 -0.02386 -0.8 0.6 2.2 0.42
H -0.92226 -1.03293 -2.02860 -0.8 0.3 -1.0 0.25
H 0.56546 -1.68709 -1.50865 1.1 -1.1 -0.6 0.37
H 0.45314 0.05945 -1.48766 -0.9 -0.4 0.3 0.24
```
Positions in Å, forces in eV/Å.

=====

Molecular formula: C2H7N3O
Method: DFT, ωB97M-V/def2-TZVPD

Calculated values
* SMILES: NCNC(N)=O
* LUMO energy: 0.76 eV
* Kohn-Sham gap: 10.1 eV
* HOMO energy: -9.3510 eV

The geometry in XYZ format:
```
13
Properties=species:S:1:pos:R:3:forces:R:3:mulliken_charge:R:1
O -0.84333 -1.50385 -0.41558 0.2 -0.5 -0.2 -0.62
N -2.29583 0.12964 0.17935 -0.4 0.0 0.0 -0.41
N 2.01302 -0.53260 0.40734 0.2 -0.2 0.2 -0.62
N -0.06917 0.60835 -0.15009 0.2 0.3 -0.1 -0.20
C 1.29375 0.26216 -0.54690 -0.2 -0.1 0.0 -0.52
C -1.04810 -0.34158 -0.13967 -0.1 0.5 0.1 0.55
H 1.83474 1.19637 -0.71759 -0.1 -0.1 -0.1 0.38
H 1.56519 -1.43843 0.49669 0.0 0.1 0.0 0.28
H -2.42758 1.02775 0.60815 0.0 0.0 0.0 0.18
H 2.02700 -0.09072 1.32054 0.0 -0.1 -0.1 0.22
H -0.28271 1.55570 0.10943 0.0 -0.1 -0.1 0.19
H -3.00955 -0.56242 0.32658 0.1 0.0 0.0 0.24
H 1.24255 -0.31036 -1.47825 0.0 0.2 0.1 0.33
```
Positions in Å, forces in eV/Å.

=====

Molecular formula: C6H9NO2
Method: DFT, ωB97M-V/def2-TZVPD

Calculated values
* SMILES: O=C[C@H]1CCC[C@@H]2ON21
* LUMO energy: 0.80 eV
* Kohn-Sham gap: 10.3 eV
* HOMO energy: -9.5300 eV

The geometry in XYZ format:
```
18
Properties=species:S:1:pos:R:3:forces:R:3:mulliken_charge:R:1
O 0.57318 -0.56626 1.95301 2.3 2.0 1.9 -0.41
O -1.30926 -1.69636 -1.41459 -0.8 -0.4 0.1 -0.45
N 0.24652 -1.35812 0.85834 -1.2 -1.6 -1.7 -0.27
C -1.19810 0.69311 0.67583 1.5 2.7 -1.0 -0.66
C 0.73126 -0.92898 -0.44593 2.8 0.1 -0.3 0.41
C -0.15950 -1.39655 -1.50758 -0.2 0.1 -1.0 -0.43
C -0.67741 -0.42991 1.45364 -4.0 -3.5 1.4 0.26
C 0.08069 1.47194 0.23873 0.2 -0.2 -0.2 -0.77
C 1.05801 0.57481 -0.60046 -0.3 1.5 0.2 -0.56
H 0.35839 -1.40269 -2.47902 0.0 -0.1 -0.4 0.39
H -1.92851 1.38676 1.15025 0.5 -0.9 0.0 0.35
H -0.03618 2.39718 -0.36454 -0.5 -0.5 0.9 0.38
H -1.58794 0.28139 -0.22562 -1.1 -0.3 -0.4 0.28
H 1.71351 -1.47348 -0.74925 -1.3 0.6 1.0 0.25
H 0.58457 1.65289 1.17936 0.2 0.8 0.0 0.33
H 1.01976 1.07304 -1.63330 0.4 -1.6 1.1 0.35
H 2.05181 0.72260 -0.14118 -0.3 0.0 -0.7 0.27
H -1.52082 -1.00139 2.05232 1.8 1.1 -0.9 0.28
```
Positions in Å, forces in eV/Å.

=====

Molecular formula: C34H78Cl14O10
Method: DFT, ωB97M-V/def2-TZVPD

Calculated values
* LUMO energy (alpha / beta): 1.91 / 1.89 eV
* Kohn-Sham gap (alpha / beta): 1.6 / 9.5 eV
* 2S+1: 2
* net charge: -1
* ⟨S²⟩: 0.750
* HOMO energy (alpha / beta): 0.3348 / -7.6530 eV

The geometry in XYZ format:
```
136
Properties=species:S:1:pos:R:3:forces:R:3:mulliken_spin:R:1
Cl 3.21537 -5.78048 -1.50346 0.3 -0.3 0.4 0.00
Cl 0.53327 -3.95847 -0.47198 0.1 0.0 0.0 0.01
Cl -7.13734 1.55979 0.67089 -0.5 0.0 0.2 0.00
Cl 5.32195 1.01217 2.82663 -0.7 0.0 0.8 0.00
Cl -4.69290 -0.14361 -2.79747 0.7 0.3 0.0 -0.01
Cl 1.71624 -1.14150 -3.57505 -1.5 -0.8 0.3 0.39
Cl 4.84820 -2.15018 -3.46428 0.1 -0.4 0.0 -0.05
Cl 3.58817 -5.07996 1.81352 0.0 0.0 0.1 0.00
Cl -1.65234 -0.37674 0.11628 -0.2 0.3 0.6 0.02
Cl 3.11862 -1.03341 4.36103 -0.4 -1.0 0.3 0.00
Cl 2.65187 -0.06153 0.25036 0.7 0.0 -0.1 -0.04
Cl -1.97143 -2.21048 -2.82984 -0.3 0.2 -0.5 0.11
Cl -4.74480 1.15798 2.87780 0.0 -0.1 0.7 0.00
Cl 6.31506 -3.33502 0.68374 0.3 0.3 -0.3 0.00
O -1.16468 -1.82161 5.19564 0.2 0.5 -1.3 0.00
O -2.93597 -1.29435 7.61788 1.3 -0.5 -0.5 0.00
O -4.08889 -4.22559 0.21601 0.2 -0.4 0.0 0.00
O 4.34065 4.74465 -3.58067 0.3 1.7 0.7 -0.51
O 1.90198 3.15867 1.70926 -1.0 -0.6 1.2 -0.02
O 0.13785 2.69843 -2.50361 0.3 -0.8 0.1 -0.33
O 4.96193 2.10131 -1.30415 0.4 -0.5 1.6 -0.09
O -0.83713 2.09193 2.57203 -0.4 1.6 -0.6 -0.01
O -6.51137 -2.99140 0.49019 0.6 0.2 -0.9 0.00
O -0.79146 1.74427 -5.20522 0.7 0.7 0.1 -1.08
C 2.08807 -4.93494 -2.52913 -1.7 -0.2 -0.7 0.02
C 4.24919 1.31119 4.29953 0.7 1.2 -0.7 0.00
C -4.61072 -3.57517 -0.93044 -0.5 0.3 1.1 0.03
C -2.04802 2.59417 1.98913 0.4 0.3 -0.7 0.02
C -2.55684 -1.79111 5.25862 -0.9 -1.3 2.5 0.00
C -5.66913 0.60159 0.45168 -0.1 -0.4 -1.3 0.01
C 3.02015 -0.29787 -4.36725 1.4 -0.2 1.2 -0.19
C -0.01286 3.51705 -3.65178 -0.9 -0.5 0.5 -0.04
C -0.58207 1.12393 -6.45198 0.0 -0.8 -1.0 1.67
C 0.16560 2.80340 -4.97850 -0.1 -0.1 -0.2 -0.04
C -2.96759 0.40865 -2.99179 1.0 -0.8 -0.6 -0.06
C 2.77329 3.70795 0.79015 1.2 0.6 -0.5 0.00
C 0.07345 -0.41385 -0.29756 0.4 -0.1 -1.2 0.06
C -3.00184 -2.35577 6.66594 -0.7 0.8 -0.4 0.00
C 3.53190 4.93379 -4.71510 0.7 -1.2 -0.8 0.90
C 0.88446 4.00401 2.23203 -0.9 -1.3 -1.7 -0.01
C 5.90843 1.23298 -0.67153 -0.7 -0.2 -1.0 -0.06
C -0.75522 -1.15001 3.98683 0.9 -0.3 0.8 0.00
C -0.03202 3.35612 -1.28074 -0.2 0.2 0.6 0.00
C 0.62345 -4.85843 -2.00735 0.8 0.4 -0.5 0.02
C 4.16874 3.56347 -2.87656 1.6 -0.2 0.2 -0.55
C 1.00472 0.06961 0.80935 -1.5 -0.1 0.0 -0.05
C -0.06819 3.18401 3.07353 1.5 -1.1 1.3 0.01
C 4.23966 -0.49901 -3.43701 -0.1 1.3 -0.5 0.14
C -3.40343 -1.62574 8.89364 -0.5 0.6 -0.1 0.00
C -7.89289 -3.03098 0.82273 0.9 -0.2 -0.4 0.00
C -2.68159 -4.27471 0.26456 0.3 -0.6 0.9 -0.01
C 4.59677 -2.89169 0.45624 -0.1 -0.8 0.5 0.02
C 3.86904 -3.31333 1.73827 0.0 0.2 -0.5 0.00
C 5.47137 3.16833 -2.02934 -1.4 0.4 -2.2 0.15
C -2.14035 -0.66737 -3.74364 -0.2 0.8 -0.1 -0.16
C -6.16371 -3.61187 -0.77287 1.2 -0.2 0.7 0.00
C 2.87219 0.69499 4.16604 0.5 0.1 -0.3 0.00
C -5.15802 -0.06161 1.66159 0.4 -0.4 0.8 0.00
H 6.49093 0.75772 -1.46078 0.5 0.0 0.0 0.02
H 3.29754 3.62121 -2.22405 -0.1 -0.3 0.1 0.07
H 0.82159 1.12198 1.02632 0.0 -0.2 0.1 0.00
H 2.71621 0.74886 -4.37595 0.3 0.0 -0.4 -0.05
H -1.04127 3.87667 -3.61807 -0.2 0.5 -0.2 0.07
H 0.06964 -4.31915 -2.77584 0.0 0.4 0.2 -0.01
H -0.83037 1.66715 -7.36377 -0.1 1.1 0.3 0.01
H 4.48330 -3.10302 2.61380 -0.2 0.3 -0.2 0.00
H 3.68482 5.93335 -5.12204 -0.1 0.0 0.3 -0.04
H -1.04821 3.57813 -0.95489 -0.8 -0.1 -0.7 -0.01
H -8.04930 -2.58042 1.80284 0.3 0.0 0.0 0.00
H -2.15410 -4.86811 -0.48226 -0.5 0.2 -1.0 0.00
H -5.82415 -0.80569 2.09830 -0.4 0.4 -0.1 0.00
H 0.05796 3.57592 -5.73990 -0.4 0.3 -0.2 -0.43
H 6.21666 2.82638 -2.74747 0.2 -0.2 -0.3 -0.09
H 2.16444 1.08533 4.89736 0.2 -0.2 0.3 0.00
H 2.00321 -5.49701 -3.45917 0.2 0.0 -0.1 0.00
H -4.48845 -1.54892 8.82341 -0.4 -0.4 0.5 0.00
H 6.55049 1.70296 0.07344 -0.1 0.2 0.0 -0.02
H -6.37715 -4.68069 -0.78576 -0.5 -0.2 0.4 0.00
H -2.58086 -0.75614 -4.73670 -0.3 -0.9 0.2 0.11
H -0.63842 3.90415 3.66034 -0.5 -0.2 0.1 0.00
H -1.21127 0.24463 -6.58992 -0.2 -0.2 0.8 -0.10
H 1.27478 4.77712 2.89388 0.1 0.4 -0.3 0.00
H 0.22934 0.17954 -1.19850 -0.2 0.5 0.1 0.00
H -4.02142 -2.74100 6.67829 -0.8 0.5 -0.7 0.00
H 4.84198 1.00816 5.16258 -0.4 -0.6 -0.1 0.00
H 3.89277 4.20280 -5.43866 0.1 0.0 -0.7 -0.24
H 2.48006 4.65512 -4.65134 -0.2 0.5 0.7 0.06
H -1.84042 3.31862 1.20161 0.4 0.2 -0.2 0.01
H -1.22202 -1.55739 3.09004 -0.3 0.0 0.0 0.00
H -2.96282 1.30096 -3.61778 -0.1 -0.1 0.1 0.05
H 0.66058 2.69877 3.72278 -0.3 -0.2 0.7 0.00
H 4.46886 -1.82671 0.26247 0.4 -0.2 0.2 0.00
H -2.54286 -3.28929 6.99147 1.3 0.3 0.0 0.00
H -0.89696 -0.07140 4.05480 -0.4 0.1 -0.1 0.00
H -2.50673 0.62187 -2.02729 -0.5 0.0 0.0 0.02
H -2.59867 1.80192 1.48195 0.2 0.0 0.6 0.00
H -6.68490 -3.19267 -1.63353 0.0 0.5 0.0 0.00
H 0.20187 -1.42125 -0.69349 0.5 -0.1 0.7 0.00
H 0.43241 0.77347 -6.64196 0.4 0.1 0.5 -0.23
H -3.08350 -2.59156 9.28470 0.1 -0.2 -0.2 0.00
H 4.08386 2.77051 -3.61961 -0.4 -0.5 0.2 0.43
H 2.89986 -2.81686 1.78624 0.1 -0.1 0.1 0.00
H 2.39886 0.82546 3.19288 0.4 0.3 -0.1 0.00
H -8.44655 -2.43510 0.09713 -0.4 -0.3 -0.1 0.00
H 0.44731 4.33318 -1.21985 0.5 0.1 -0.2 0.00
H 3.53082 2.95753 0.56405 -0.2 -0.1 -0.2 0.00
H -2.94845 -0.77710 5.17789 -0.1 0.1 -0.1 0.00
H 0.32057 -1.29966 3.89527 0.0 -0.2 0.1 0.00
H 3.31491 4.56497 1.19046 0.1 0.3 0.3 -0.01
H 5.97790 3.98645 -1.51728 -0.5 0.2 0.7 0.04
H -4.20834 -2.56217 -0.92544 -0.2 0.3 -0.4 0.00
H 2.31917 4.05336 -0.13860 -0.3 -0.2 0.0 0.05
H 1.18407 2.47331 -5.18310 0.2 -0.5 0.5 0.60
H 5.31141 0.43720 -0.22612 0.1 0.1 0.3 0.01
H -8.14153 -4.09135 0.86640 -0.8 0.0 -0.1 0.00
H -2.18857 -3.30650 0.35178 -0.2 0.2 -0.2 0.00
H -3.06677 -0.86058 9.59314 0.1 0.0 -0.1 0.00
H -4.98805 1.29114 -0.04706 0.3 -0.3 0.3 0.00
H -5.85424 -0.23108 -0.22692 -0.4 0.3 -0.3 0.00
H 4.03466 -0.22230 -2.40284 -0.4 -0.1 -0.1 0.12
H 0.27379 4.33273 1.39111 0.3 1.1 -0.3 0.01
H -3.03973 -2.43777 4.52599 0.1 0.0 -0.5 0.00
H -1.11536 -0.38465 -3.98359 -0.1 0.5 0.6 0.01
H 0.31449 2.72132 -0.46523 0.5 -0.1 -0.2 0.07
H 0.84190 -0.51532 1.71458 0.3 0.0 0.0 0.00
H -2.64805 3.15910 2.70251 -0.2 -0.4 0.4 0.00
H 5.04433 0.16828 -3.74578 0.1 -0.1 -0.3 -0.17
H 4.27989 -3.46587 -0.41440 -0.2 0.2 0.1 0.00
H -4.27889 -0.65989 1.42225 0.3 0.3 -0.1 0.00
H 3.19488 -0.75413 -5.34162 -0.1 0.4 0.0 0.18
H 2.47568 -3.95135 -2.79452 -0.1 0.0 0.3 0.01
H 0.07286 -5.79080 -1.88230 0.6 -0.2 0.2 -0.01
H -2.41742 -4.86525 1.14181 -0.2 0.3 0.5 0.00
H 4.22827 2.39739 4.38809 -0.4 0.1 -0.3 0.00
H 0.67712 4.35351 -3.54059 0.1 0.2 -0.4 0.20
H -4.23913 -4.11645 -1.80051 -0.4 0.2 -0.5 0.00
```
Positions in Å, forces in eV/Å.